112
Properties=species:S:1:pos:R:3:forces:R:3:mulliken_charge:R:1 method="wB97M-V/def2-TZVPD" e_homo_ev="-9.338 / -9.338" charge=+1 orbital_gap_ev="3.485 / 3.484" mol_weight_g_mol=1084.0 total_energy_ha=-4455.096764 e_lumo_ev="-5.9 / -5.9"
Y -0.0621 -0.1647 -0.0412 -0.34 -0.94 0.92 -0.293
N -0.5397 2.7658 3.4633 -0.07 -0.17 0.12 0.285
C -0.6873 1.9869 2.3996 0.09 0.14 -0.08 -1.281
N 0.2998 1.5323 1.6772 0.08 0.28 -0.09 0.834
C 1.6022 1.7289 2.1200 0.06 0.00 -0.02 -0.288
N 2.6279 1.2181 1.5132 0.02 0.00 0.00 -1.474
N 2.2673 0.4078 0.4669 -0.01 0.25 -0.26 1.125
C 3.2001 0.0538 -0.3261 0.03 0.06 -0.06 -1.026
C 2.8788 -0.7929 -1.4843 0.04 0.08 -0.01 0.723
C 3.8526 -1.0870 -2.4263 -0.03 -0.08 0.00 -0.810
C 3.5015 -1.8393 -3.5378 0.01 0.01 0.01 -0.709
C 2.1915 -2.2658 -3.6748 0.00 -0.02 -0.01 -1.090
C 1.2792 -1.9316 -2.6867 -0.02 0.01 0.02 -0.274
N 1.6083 -1.2178 -1.6110 0.05 0.15 -0.02 1.192
C 1.8283 2.5353 3.3143 -0.04 0.10 -0.05 0.364
C 3.1043 2.7731 3.8321 0.00 0.02 0.00 -0.192
C 3.2540 3.5300 4.9731 0.01 -0.01 -0.01 -0.882
C 2.1346 4.0634 5.6161 -0.01 0.00 0.00 -0.444
C 0.8668 3.8364 5.1237 0.01 0.00 0.03 -0.946
C 0.7247 3.0675 3.9743 -0.01 -0.04 0.00 0.160
H -1.3610 3.0545 3.9726 0.01 -0.01 0.01 0.354
H -1.7023 1.7341 2.1165 0.01 -0.01 -0.02 0.716
H 4.2165 0.4188 -0.1963 0.02 -0.10 0.11 0.414
H 4.8644 -0.7327 -2.2847 0.00 0.00 0.00 0.552
H 4.2425 -2.0884 -4.2855 0.00 0.00 0.00 0.452
H 1.8745 -2.8556 -4.5227 0.00 0.00 0.00 0.556
H 0.2473 -2.2608 -2.7450 0.00 0.01 -0.01 0.481
H 3.9571 2.3492 3.3221 0.00 0.00 0.00 0.482
H 4.2409 3.7123 5.3749 0.00 0.00 0.00 0.452
H 2.2597 4.6559 6.5122 0.00 0.00 0.00 0.431
H -0.0057 4.2369 5.6248 0.00 0.00 0.00 0.454
C -4.3856 2.3131 0.2950 0.01 -0.01 0.02 -1.289
Si -2.8832 1.9142 -0.7548 0.00 -0.02 -0.11 0.162
C -3.2596 2.2013 -2.5818 0.04 0.03 0.00 -0.946
C -1.6351 3.2696 -0.3058 0.00 0.02 0.05 -1.002
N -2.2233 0.3237 -0.4794 0.01 -0.07 -0.06 1.151
C -2.9546 -0.7854 -0.9424 -0.05 0.06 -0.05 0.681
C -4.2648 -0.7020 -1.4452 0.00 0.00 -0.01 -0.603
C -4.9171 -1.7698 -2.0352 0.01 0.00 0.00 -1.142
C -4.2821 -2.9935 -2.1666 -0.01 -0.01 0.00 -0.979
C -3.0114 -3.1397 -1.6367 0.03 -0.01 0.03 -0.559
C -2.4013 -2.0780 -0.9953 -0.03 0.04 -0.11 0.129
O -1.1149 -2.2377 -0.4257 0.11 0.02 -0.12 0.874
C -0.7688 -3.5176 0.0823 0.03 0.05 -0.02 -0.265
C 0.5145 -3.9818 -0.1441 -0.02 0.00 -0.02 0.161
C 0.8693 -5.2391 0.3238 -0.04 -0.04 -0.04 -1.118
C -0.0547 -6.0192 0.9985 0.02 0.00 -0.01 -0.403
C -1.3253 -5.5207 1.2390 -0.01 0.04 0.08 -0.868
C -1.6888 -4.2592 0.7944 -0.01 0.02 0.11 0.063
H -4.6210 3.3779 0.2175 0.00 0.00 -0.01 0.404
H -4.1780 2.0967 1.3473 0.00 0.01 0.00 0.324
H -5.2840 1.7559 0.0318 0.00 0.00 -0.01 0.418
H -3.4081 3.2686 -2.7670 -0.01 0.00 0.00 0.410
H -4.1400 1.6749 -2.9468 -0.01 0.00 0.01 0.460
H -2.4141 1.8644 -3.1903 0.00 0.00 0.01 -0.002
H -1.7793 4.0843 -1.0219 0.00 0.00 0.00 0.544
H -0.5759 3.0187 -0.3202 0.00 -0.01 -0.01 0.107
H -1.8494 3.6988 0.6760 -0.01 0.00 0.00 0.397
H -4.7928 0.2369 -1.3754 0.01 0.00 0.01 0.208
H -5.9262 -1.6353 -2.4021 0.00 0.00 0.00 0.426
H -4.7675 -3.8285 -2.6515 0.00 0.00 0.00 0.442
H -2.5008 -4.0912 -1.6908 -0.01 -0.01 0.00 0.557
H 1.2398 -3.3777 -0.6631 -0.01 0.00 0.00 0.120
H 1.8747 -5.6037 0.1564 -0.01 -0.01 -0.03 0.448
H 0.2206 -6.9997 1.3620 0.00 -0.01 0.00 0.419
H -2.0355 -6.0996 1.8124 -0.01 0.01 0.01 0.383
H -2.6651 -3.8541 1.0176 -0.02 -0.01 0.00 0.613
F -0.5352 0.9890 -4.8882 0.01 0.00 -0.01 -0.193
C -0.4262 2.1064 -5.6022 0.01 -0.01 0.01 0.244
C -0.8302 2.1084 -6.8795 -0.01 -0.01 -0.01 -0.095
F -1.3333 1.0021 -7.3906 0.01 0.00 0.01 -0.287
C -0.7268 3.2851 -7.7300 0.01 0.00 0.02 0.109
C -0.1541 4.4525 -7.0761 -0.01 0.00 -0.02 0.368
C 0.2494 4.4416 -5.7968 0.00 0.01 0.03 -0.232
F 0.7595 5.5418 -5.2669 0.00 0.00 -0.01 -0.308
C 0.1396 3.2693 -4.9543 -0.02 0.01 -0.03 0.979
C 0.5360 3.2648 -3.6497 -0.07 0.01 0.05 0.608
C 0.3889 2.1323 -2.7893 0.04 -0.06 -0.06 0.328
N 0.3034 1.2955 -2.0106 0.13 0.22 -0.05 -0.391
C 1.1053 4.3798 -2.9504 0.01 0.00 -0.02 -0.540
N 1.5720 5.2006 -2.2966 0.00 0.00 0.00 -0.493
F -0.0311 5.5630 -7.7743 0.00 0.00 0.01 -0.278
C -1.1242 3.2893 -9.0282 -0.04 0.01 -0.02 1.348
C -1.0232 4.4322 -9.8900 0.04 -0.01 0.00 -0.197
N -0.9586 5.2959 -10.6435 -0.02 0.00 0.00 -0.428
C -1.6867 2.1478 -9.6920 0.01 -0.01 0.01 -0.155
N -2.1352 1.2760 -10.2892 -0.01 0.00 0.00 -0.441
C 2.9422 -4.4845 4.4024 0.00 0.02 0.01 -1.509
C 2.3846 -3.9212 3.1095 -0.01 -0.01 0.00 0.909
C 3.0382 -2.6140 2.7008 0.03 -0.02 0.03 -0.764
O 0.9411 -3.8582 3.1806 -0.04 -0.03 -0.03 -0.173
P -0.0259 -2.7683 3.8111 0.07 0.04 0.04 0.197
S -1.7386 -3.5231 4.2651 -0.06 0.02 -0.13 -0.489
S -0.0401 -1.1128 2.5890 -0.06 0.03 -0.05 0.158
O 0.8445 -2.3148 5.0775 0.07 -0.04 -0.05 -0.068
C 0.6347 -1.2524 6.0363 0.03 0.03 0.00 0.385
C -0.7795 -0.7049 6.0908 -0.01 -0.01 -0.01 -1.387
C 1.6635 -0.1738 5.7461 0.02 -0.01 -0.03 -0.876
H 3.9990 -4.7244 4.2726 0.00 0.00 0.00 0.489
H 2.4105 -5.3951 4.6758 0.00 0.00 0.00 0.371
H 2.8409 -3.7652 5.2132 0.00 -0.01 0.00 0.170
H 2.5455 -4.6486 2.3097 -0.01 0.01 0.06 0.165
H 2.9017 -1.8422 3.4582 -0.01 0.01 0.00 -0.011
H 2.6262 -2.2449 1.7617 -0.02 0.00 -0.02 -0.284
H 4.1083 -2.7916 2.5738 0.00 0.01 0.00 0.581
H 0.8615 -1.7234 6.9947 -0.01 0.01 0.01 0.329
H -1.0661 -0.2565 5.1379 0.01 0.01 0.00 0.180
H -0.8154 0.0596 6.8697 0.00 0.00 0.00 0.509
H -1.5005 -1.4826 6.3291 0.00 -0.01 0.00 0.366
H 1.5127 0.2042 4.7335 -0.02 0.02 0.02 -0.098
H 2.6759 -0.5739 5.8157 0.00 -0.01 0.00 0.313
H 1.5681 0.6488 6.4577 0.00 0.00 0.00 0.546